30
Properties=species:S:1:pos:R:3:forces:R:3:mulliken_charge:R:1 method="wB97M-V/def2-TZVPD" orbital_gap_ev="9.4794 / 3.3820" total_energy_ha=-10942.96521 multiplicity=2 total_charge=+1 lumo_ha="-0.127 / -0.351" e_homo_ev="-12.938 / -12.938" e_above_lowest_kcal_mol=0.00
Br -2.7417 4.0029 -1.2560 0.51 -1.00 0.39 0.078
Br 0.3254 1.3632 4.4814 -0.73 0.34 -0.68 -0.084
Br 1.9286 3.2058 -1.7020 -1.38 0.61 -0.04 -0.123
Br -3.1585 1.3855 1.3265 0.72 0.39 -0.42 0.178
O -1.2138 -5.1526 0.7789 1.69 1.28 -3.96 -0.502
O 1.3403 -1.9035 0.0684 0.06 2.57 -0.65 -0.468
O -1.3788 -3.9331 -1.0811 0.64 -1.19 1.07 -0.484
O 0.7074 0.2151 -0.0480 0.75 -1.56 -0.10 -0.470
N 1.4507 -0.7376 -0.3414 -0.65 -0.37 0.30 0.770
N -0.7722 -4.7203 -0.3542 -1.80 0.09 2.09 0.803
C 0.0227 3.6775 -2.1295 0.25 0.31 -0.99 -0.801
C -1.4116 1.4227 3.5733 -0.95 -0.91 0.47 -0.788
C 0.6250 -5.0764 -0.7758 -0.17 -0.60 0.67 -0.637
C 2.5917 -0.4331 -1.2899 -0.74 -0.80 -0.10 -0.611
C -0.9115 3.2709 -1.0244 0.94 -0.15 0.32 -0.398
C -1.3088 1.3068 2.0474 0.43 -0.16 1.21 -0.308
H 2.3715 0.4458 -1.8959 0.02 0.08 0.64 0.161
H 2.5957 -1.2897 -1.9639 0.47 -0.06 0.26 0.316
H -0.8709 0.3445 1.7823 -0.36 -0.02 -0.37 0.462
H 1.2334 -4.6004 -0.0068 0.21 0.07 -0.37 0.247
H -1.9397 0.5496 3.9565 0.41 -0.52 -0.26 0.414
H 0.7692 -6.1538 -0.6944 -0.27 0.07 0.15 0.296
H -2.1243 2.1508 3.9606 0.87 1.00 -0.26 0.463
H -0.0907 4.7330 -2.3766 0.62 0.01 0.17 0.469
H -0.1842 3.1105 -3.0371 0.02 0.05 0.12 0.409
H 0.8307 -4.7719 -1.8020 -0.28 0.34 0.37 0.278
H -0.5879 3.7019 -0.0770 -0.12 -0.19 -0.05 0.380
H 3.4728 -0.3671 -0.6516 0.02 0.05 -0.35 0.287
H -0.6936 2.0713 1.5728 -0.39 0.24 -0.11 0.297
H -0.8770 2.1816 -1.0405 -0.78 0.03 0.50 0.366


151
Properties=species:S:1:pos:R:3:forces:R:3:mulliken_charge:R:1 method="wB97M-V/def2-TZVPD" orbital_gap_ev=6.1867 total_energy_ha=-9406.63165 lumo_ha=-0.019 e_homo_ev=-6.704 e_above_lowest_kcal_mol=16.12
Ge -0.0749 0.4602 -2.4207 -0.23 0.73 -1.95 0.373
Ge -0.3220 -0.9169 -4.5835 -0.15 -0.51 -0.05 2.353
Ti 0.0479 0.5748 0.2168 -1.11 0.21 1.50 -1.518
S -3.2745 -0.2365 0.1809 -0.69 -0.24 0.32 1.009
S 1.4556 2.6818 1.7576 0.33 -0.73 -0.25 0.517
P -0.0056 -0.1818 2.9248 0.46 0.20 0.72 2.052
P 0.7993 -2.5417 -0.2274 0.22 -0.69 -0.70 2.729
F 3.4959 4.7893 1.4433 0.08 0.06 -0.03 -0.367
F -0.9142 4.1614 3.0526 -0.09 -0.08 0.28 -0.438
F 1.2173 8.2986 3.5495 -0.02 0.07 0.03 -0.313
F 3.4186 7.3253 2.3043 0.08 0.01 -0.04 -0.317
F -0.9458 6.6679 3.9162 -0.06 0.06 0.02 -0.318
O -1.8281 -0.4683 0.5615 0.34 0.00 -0.05 -0.805
N 1.8299 -0.0802 0.6898 0.46 0.58 0.09 1.202
C -1.3229 2.5441 -4.1995 0.17 0.01 0.12 -0.830
C 1.8669 2.5845 -1.9400 -0.13 -0.10 0.04 -0.265
C 2.7074 -4.6879 -0.6818 -0.13 -0.01 0.02 -1.652
C 3.5173 3.4941 -3.4157 0.04 0.02 0.01 -0.924
C -4.0932 0.6204 1.5741 0.08 -0.02 -0.22 -1.229
C 2.4823 -0.0339 4.3201 0.09 0.01 -0.04 -0.406
C 0.1489 6.2073 3.3021 0.02 0.00 -0.02 -0.066
C -0.8168 1.1598 3.9759 -0.02 -0.08 -0.18 2.765
C -0.1709 -3.6350 -1.4138 -0.01 0.19 0.12 0.409
C 2.6250 -1.9355 -2.4089 0.04 0.01 0.01 -0.586
C 0.5012 -2.7176 -4.8288 0.00 0.21 0.04 -1.027
C -2.8975 1.2367 -2.9888 0.05 0.07 0.00 -1.050
C 1.8040 -0.0829 3.1059 -0.13 0.01 -0.26 0.124
C -5.9541 -3.2571 0.4111 -0.01 -0.02 0.01 -0.975
C 3.0952 -3.2362 1.2938 -0.13 -0.05 0.00 -1.382
C 2.1285 1.6543 -4.1106 -0.01 -0.23 0.03 0.427
C -0.6275 4.4477 -1.1505 -0.05 -0.03 0.15 -1.094
C -3.6804 2.8949 -4.5370 -0.01 0.02 -0.04 -1.113
C 2.8800 3.4973 -2.1851 0.08 0.05 0.02 -0.386
C 3.7143 -1.2342 -2.9128 0.02 -0.09 -0.04 0.351
C 3.8645 0.0257 4.3970 -0.02 -0.02 0.13 0.607
C 2.3614 6.5290 2.4857 -0.06 0.10 0.07 0.262
C 4.3982 -1.6635 -4.1824 -0.04 0.05 0.08 -2.128
C 4.5764 -0.0386 3.2052 -0.08 -0.01 0.05 -1.549
C 1.3079 4.3382 2.2243 -0.40 0.59 0.06 0.666
C 2.0283 -1.5737 -1.2062 -0.03 0.19 0.43 -0.665
C 3.1440 2.5621 -4.3746 0.06 0.02 -0.09 -0.917
C -0.6369 -4.9045 -0.6923 0.11 -0.01 0.00 -2.036
C -2.3621 3.2042 -4.8403 -0.05 0.04 -0.02 -0.772
C -3.9471 1.9019 -3.6065 -0.04 0.00 0.01 -0.737
C 2.5318 -0.0505 1.8963 0.19 -0.22 0.48 -0.453
C 1.2396 7.0348 3.1215 0.03 -0.12 -0.05 0.729
C 2.0217 -3.8496 0.3956 -0.04 0.16 0.25 0.151
C 4.2016 -0.1484 -2.1907 -0.01 0.01 0.09 -1.154
C 1.4538 1.6574 -2.8914 0.04 -0.10 0.12 0.728
C 0.1977 0.0138 -6.2651 0.00 0.08 0.26 -1.568
C -0.1258 -3.0083 3.0897 -0.08 0.05 0.06 -1.079
C 3.5991 0.2572 -1.0168 -0.04 0.10 -0.02 -0.151
C 3.9297 -0.0894 1.9881 -0.05 0.04 -0.20 -0.712
C -1.4194 -2.9217 -1.9304 0.13 -0.08 0.02 -0.804
C 0.0241 1.8630 5.0356 0.02 -0.02 -0.08 -1.767
C -0.4700 -1.7441 3.8750 -0.08 -0.03 -0.44 0.329
C -3.3496 -2.7769 1.2350 0.05 0.07 0.11 0.092
C -2.7754 4.2365 0.0641 0.10 0.00 0.03 -1.800
C -4.0432 -1.8320 0.5006 0.14 0.18 -0.06 0.266
C 2.5041 -0.4403 -0.5059 0.01 -0.59 -0.39 -1.192
C 0.0914 -1.8660 5.2897 -0.09 0.09 -0.01 -2.069
C -2.2287 -1.3775 -4.9242 0.10 0.08 0.13 -1.147
C -5.2918 -4.2150 1.1755 -0.01 0.00 0.00 0.704
C 2.3856 5.2207 2.0498 -0.19 -0.24 -0.02 -0.420
C -5.3368 -2.0648 0.0659 0.04 0.10 -0.05 -0.693
C -5.9883 -5.4778 1.6005 0.02 0.07 -0.01 -1.572
C -1.2578 2.2750 0.1801 0.15 0.18 -0.45 1.664
C 4.5540 0.1829 5.7257 -0.01 0.03 -0.10 -1.846
C -2.1554 0.6945 4.5565 0.08 -0.03 -0.09 -1.815
C -1.2992 3.8099 0.0592 -0.06 0.10 0.03 2.400
C 0.1913 4.9010 2.8545 0.36 -0.02 0.00 -0.568
C -3.9773 -3.9659 1.5665 -0.04 0.01 -0.06 -0.882
C -1.5648 1.5540 -3.2468 -0.05 -0.03 0.19 2.120
H 3.7242 -2.2256 -4.8270 0.02 -0.01 -0.04 0.425
H 1.1548 -2.1004 5.2584 -0.01 0.00 0.03 0.417
H -5.3022 -6.3239 1.6015 -0.02 -0.02 -0.02 0.380
H -2.9039 -0.5433 -4.7537 -0.01 0.04 -0.03 0.254
H -3.2585 3.9169 -0.8651 -0.03 -0.03 0.03 0.283
H -0.4481 -2.9393 2.0517 0.07 -0.04 0.05 -0.610
H -0.6043 -3.8792 3.5467 0.03 0.00 0.06 0.604
H -4.9727 1.6351 -3.3762 0.01 -0.01 0.00 0.428
H -0.9405 3.9596 -2.0680 0.02 -0.05 -0.20 -0.022
H 4.7689 -0.7967 -4.7305 -0.01 -0.02 -0.04 0.417
H -6.9677 -3.4459 0.0793 0.00 0.00 0.00 0.384
H 3.9271 -0.1833 6.5391 0.02 -0.01 0.02 0.398
H 5.5031 -0.3535 5.7487 0.00 0.00 0.02 0.414
H -2.1457 3.9713 -5.5743 0.03 0.00 0.01 0.428
H 3.4048 -4.0784 -1.2553 0.02 -0.01 -0.01 0.307
H -0.4270 -0.3898 -7.0631 -0.03 -0.06 0.03 0.493
H 0.4554 -3.9145 -2.2643 0.03 -0.04 0.17 0.589
H -2.5541 -2.2228 -4.3155 0.02 0.07 -0.04 0.304
H 0.1298 -3.1096 -5.7778 -0.03 0.03 -0.02 0.639
H -1.2625 -4.6487 0.1680 0.00 -0.02 0.00 0.219
H 4.7638 1.2380 5.9175 0.03 -0.02 0.05 0.284
H 1.9297 -0.0279 5.2459 -0.07 0.05 0.02 0.373
H 1.5877 -2.6707 -4.8826 -0.05 -0.02 -0.06 0.096
H 3.1708 4.2018 -1.4136 -0.01 -0.02 0.01 0.513
H -3.1208 0.4272 -2.3093 -0.07 -0.03 0.01 0.676
H -2.7316 0.1160 3.8320 -0.04 0.03 0.11 0.190
H 1.3899 2.6053 -0.9652 0.07 0.05 0.05 -0.495
H -1.1777 -2.0268 -2.4967 -0.08 -0.05 0.16 -1.214
H 2.0104 -5.1598 -1.3743 0.05 0.01 -0.02 0.322
H 3.6703 -4.0293 1.7778 0.03 -0.01 -0.03 0.569
H 1.2412 -0.1866 -6.5126 -0.02 0.01 0.00 0.492
H -1.5605 -1.6870 3.9432 0.01 0.02 -0.03 0.676
H -2.0230 1.8984 -0.5202 0.01 -0.13 0.02 -0.440
H -5.8593 -1.3245 -0.5295 -0.01 -0.03 -0.01 0.533
H 0.2120 -3.4111 -4.0385 0.03 0.07 -0.19 0.183
H 0.2043 1.2365 5.9108 0.01 -0.02 0.00 0.310
H 2.6736 -2.6010 2.0706 0.06 0.01 0.01 0.001
H 1.8722 0.9158 -4.8579 0.07 0.11 0.02 0.097
H 0.9520 -3.1758 3.0934 -0.02 -0.03 -0.03 0.337
H -0.8324 4.2343 0.9448 -0.09 -0.15 -0.26 -1.954
H 0.4536 4.4091 -1.0796 0.05 0.02 -0.01 0.016
H 0.0432 1.0906 -6.2204 0.00 -0.01 -0.01 0.334
H 4.3016 4.2103 -3.6273 0.02 -0.01 0.01 0.396
H -1.6216 2.0818 1.2016 0.07 -0.28 0.06 -0.479
H -4.9336 1.1715 1.1517 0.03 0.00 -0.03 0.494
H 5.2546 -2.3020 -3.9533 0.00 -0.01 -0.04 0.330
H -0.9154 5.5004 -1.2125 -0.01 -0.01 0.00 0.700
H -3.3863 1.3165 2.0149 0.06 0.08 -0.11 0.148
H 5.0497 0.4097 -2.5695 -0.01 0.01 -0.02 0.384
H -4.4904 3.4159 -5.0318 0.00 0.00 0.01 0.362
H -6.3763 -5.3659 2.6152 -0.01 -0.03 0.00 0.302
H -3.4412 -4.7132 2.1401 0.02 0.01 0.01 0.522
H -2.3058 -1.6671 -5.9743 0.06 -0.02 -0.01 0.520
H -2.0617 -2.6416 -1.0954 0.01 0.01 -0.02 -0.627
H 4.5262 -0.1594 1.0919 0.01 0.03 0.03 0.656
H 5.6603 -0.0421 3.2295 0.00 0.00 -0.02 0.419
H -1.9887 -3.5903 -2.5823 0.01 0.01 0.00 0.961
H -0.2978 2.8151 -4.4296 -0.03 0.04 -0.03 0.399
H -6.8292 -5.7016 0.9461 0.01 -0.05 0.00 0.381
H 0.1821 -5.5312 -0.3443 -0.06 -0.01 -0.01 0.414
H 3.6482 2.5450 -5.3342 -0.02 -0.01 0.00 0.431
H -2.8592 5.3235 0.1262 -0.04 0.01 0.02 0.556
H -0.4169 -2.6824 5.8089 0.01 -0.02 0.00 0.429
H -3.3206 3.8058 0.9088 0.00 0.00 0.00 0.258
H 0.9774 2.1827 4.6181 0.03 0.04 0.03 0.370
H -1.2421 -5.5013 -1.3782 -0.05 0.00 0.03 0.525
H -2.3317 -2.5647 1.5387 -0.05 -0.04 -0.02 0.251
H -1.0359 1.9147 3.2212 0.04 0.01 -0.02 -1.358
H -2.0190 0.0803 5.4481 -0.02 -0.01 -0.01 0.327
H 3.9643 1.1309 -0.4965 -0.07 0.09 0.00 0.767
H -0.5126 2.7523 5.3734 -0.01 0.01 0.01 0.473
H 1.4071 -4.5090 1.0167 -0.02 0.04 0.00 0.980
H 3.7870 -2.6317 0.7048 0.01 0.02 0.03 0.192
H -0.0477 -0.9590 5.8771 0.01 -0.03 0.04 0.368
H 2.2539 -2.7936 -2.9558 0.05 0.04 0.10 1.547
H -2.7470 1.5674 4.8404 -0.01 0.00 0.02 0.407
H -4.4469 -0.0933 2.3119 0.08 -0.06 0.00 0.608
H 3.2808 -5.4827 -0.1981 0.03 0.00 -0.01 0.473


45
Properties=species:S:1:pos:R:3:forces:R:3:mulliken_charge:R:1 method="wB97M-V/def2-TZVPD" orbital_gap_ev=7.3642 smiles="O=C1OC(=O)C(C(F)(F)C(F)(F)C(F)(F)F)=C1P(O)Br.O=C1C=CC(=O)C=C1.O=C1C=CC(=O)C=C1" total_energy_ha=-4945.71938 lumo_ha=-0.071 e_homo_ev=-9.289 e_above_lowest_kcal_mol=0.00
Br -0.1390 -1.2410 -2.1311 0.17 -0.86 0.71 -0.224
P -0.4530 -1.0718 0.1116 -0.43 1.28 0.02 0.488
F -4.7617 -2.0710 2.7629 0.28 -0.52 0.73 -0.264
F -5.5378 -2.3918 -0.2587 -0.15 0.22 -0.23 -0.299
F -3.1292 -1.1169 1.7190 0.95 -0.10 0.10 -0.218
F -5.1422 -0.5824 1.3291 -0.32 0.57 -0.62 -0.264
F -3.1046 -1.7350 -1.1077 0.20 0.39 0.14 -0.246
F -4.8091 -3.8763 1.0885 0.51 -0.56 0.38 -0.278
F -3.6843 -3.8104 -1.3768 -0.09 -0.05 -0.20 -0.325
O 1.0547 -0.7677 0.6762 -0.76 -0.66 -0.18 -0.407
O -0.3554 -5.0072 0.6669 -0.46 -0.98 1.46 -0.298
O 7.4481 0.8519 2.4478 -0.10 0.01 0.00 -0.534
O 0.3217 -3.7642 2.4564 2.23 0.20 3.83 -0.411
O -1.6151 5.8155 -4.9960 0.03 -0.06 0.06 -0.546
O -2.4395 -5.8542 0.4834 -1.88 -2.60 -0.22 -0.413
O 2.1550 0.8333 2.6226 0.03 0.08 -0.04 -0.688
O 0.0304 1.7384 -2.0424 -0.01 0.46 0.05 -0.381
C 5.4417 1.9264 1.8518 -0.11 0.07 -0.04 -0.314
C 0.1687 4.0457 -2.4923 0.01 0.12 -0.04 -0.362
C 6.2369 0.8478 2.4885 0.17 -0.02 0.00 0.334
C -4.4883 -2.7264 0.5136 -0.19 0.69 -0.75 0.547
C -1.2386 4.8825 -4.3191 -0.07 0.11 -0.10 0.324
C -1.7384 -4.9460 0.4495 1.16 3.20 -0.56 -0.118
C -0.2457 5.0704 -3.2333 0.08 -0.04 0.11 -0.390
C 4.1618 -0.2388 3.2173 0.05 -0.07 0.09 -0.397
C -0.9012 -2.8168 0.5598 0.44 0.63 0.05 0.668
C 3.3705 0.8386 2.5811 -0.02 0.00 0.02 0.579
C -0.3452 2.6735 -2.7188 0.05 -0.10 0.09 0.343
C -4.3448 -1.5997 1.6014 -1.08 -0.04 0.04 0.647
C -2.0337 -3.4372 0.1945 0.99 -0.41 0.17 -0.037
C -3.2781 -2.8947 -0.4675 -0.13 -1.29 0.60 0.964
C -0.1645 -3.8509 1.4336 -1.71 0.80 -5.57 0.132
C -1.7523 3.5098 -4.5453 0.00 -0.13 0.03 -0.361
C 4.1119 1.9212 1.8943 0.06 0.05 -0.06 -0.416
C -1.3375 2.4853 -3.8038 -0.08 0.02 -0.10 -0.251
C 5.4919 -0.2352 3.1755 -0.11 -0.04 0.03 -0.325
H 6.0875 -1.0136 3.6349 0.03 0.02 -0.02 0.410
H 3.5148 2.6989 1.4350 -0.03 -0.02 0.02 0.443
H -2.4766 3.3923 -5.3412 0.01 0.05 -0.01 0.408
H 0.8930 4.1630 -1.6962 -0.01 -0.04 0.01 0.433
H 1.0088 0.1111 1.1036 0.27 -0.38 0.01 0.377
H 6.0020 2.7087 1.3557 0.04 -0.03 0.01 0.412
H -1.7009 1.4764 -3.9548 0.03 -0.01 0.05 0.411
H 3.5998 -1.0205 3.7126 -0.04 0.02 -0.03 0.447
H 0.1176 6.0790 -3.0819 -0.03 0.01 -0.04 0.397


| no. | strongest force on any atom (hartree/bohr) |
| --- | --- |
| 1 | 0.0875 |
| 2 | 0.0407 |
| 3 | 0.1144 |